The following is a quantum chemistry calculation of C28H28N2SiTb as an isolated structure at a distorted geometry, from the Open Molecules 2025 dataset.

Atoms and positions in Å:
C: 0.91 1.72 0.93
C: 0.00 2.32 -0.01
C: -1.17 2.73 0.70
H: 0.20 2.52 -1.07
C: -1.00 2.38 2.08
C: 0.28 1.76 2.22
H: 0.78 1.50 3.17
H: 1.93 1.38 0.70
H: -2.01 3.31 0.28
H: -1.66 2.66 2.91
Tb: -1.02 0.20 0.85
C: -1.36 -1.98 -2.53
H: -2.05 -1.92 -1.61
H: -1.03 -3.04 -2.59
H: -1.84 -1.74 -3.55
Si: -0.02 -0.71 -2.42
C: 1.73 -0.69 -3.01
C: 2.38 0.54 -2.80
H: 1.77 1.40 -2.48
C: 3.75 0.64 -2.97
H: 4.23 1.61 -2.84
C: 4.47 -0.50 -3.34
H: 5.54 -0.41 -3.51
C: 3.85 -1.75 -3.49
H: 4.42 -2.63 -3.78
C: 2.46 -1.86 -3.31
H: 1.93 -2.81 -3.40
C: -1.17 0.69 -2.86
C: -0.72 1.55 -3.86
H: 0.20 1.29 -4.42
C: -1.43 2.72 -4.10
H: -1.05 3.41 -4.86
C: -2.61 2.95 -3.38
H: -3.22 3.81 -3.64
C: -3.06 2.09 -2.36
H: -3.95 2.32 -1.75
C: -2.37 0.90 -2.13
H: -2.74 0.13 -1.41
H: 0.19 -0.18 -0.93
H: 0.25 -2.02 -1.77
C: -3.35 -0.02 4.77
C: -2.52 -0.73 5.64
C: -1.34 -1.29 5.15
C: -1.01 -1.14 3.79
N: -1.85 -0.46 2.95
C: -2.98 0.11 3.44
C: 0.26 -1.61 3.19
C: 1.21 -2.35 3.92
C: 2.43 -2.69 3.31
C: 2.70 -2.26 2.01
C: 1.73 -1.52 1.33
N: 0.52 -1.24 1.89
H: -4.27 0.45 5.12
H: -2.77 -0.85 6.69
H: -0.63 -1.81 5.79
H: -3.57 0.69 2.72
H: 0.97 -2.65 4.94
H: 3.17 -3.29 3.87
H: 3.64 -2.48 1.51
H: 1.90 -1.14 0.31

The relative energy (zero: lowest compared OMol25 entry of this formula, charge and spin) comes out at 3.133 eV. Its spin multiplicity is 7. The total energy is -62773.4461 eV. As for the HOMO-LUMO gap (alpha / beta): 0.134 / 0.137 Eh. The value obtained for the strongest force on any atom is 4.20 eV/A. As for the charge: +1. The LUMO energy (alpha / beta) is -4.33 / -4.30 eV. The HOMO energy (alpha / beta) is -7.988 / -8.038 eV.

=====

The following is a quantum chemistry calculation of C21H14NO5V as an isolated structure, from the Open Molecules 2025 dataset.

Atoms and positions in Å:
V: 0.40 -0.44 0.33
O: -1.61 0.68 5.93
C: -1.13 0.47 4.71
C: 0.00 1.15 4.21
C: 0.40 0.84 2.94
N: -0.24 -0.06 2.21
C: -1.34 -0.68 2.65
C: -1.82 -0.45 3.91
C: -1.92 -1.52 1.54
O: -2.88 -2.22 1.63
O: -1.17 -1.35 0.42
C: 1.50 1.47 2.11
O: 2.26 2.30 2.50
O: 1.47 0.95 0.87
H: -1.10 1.33 6.43
H: 0.53 1.90 4.79
H: -2.71 -0.94 4.27
C: 4.95 -5.88 1.11
C: 4.56 -5.23 -0.06
C: 3.60 -4.24 -0.01
C: 3.03 -3.87 1.21
C: 3.41 -4.55 2.37
C: 4.38 -5.54 2.32
C: 2.03 -2.81 1.32
C: 1.72 -1.88 0.42
C: 2.24 -1.39 -0.84
C: 1.27 -1.10 -1.82
C: 1.58 -0.34 -2.95
C: 2.86 0.14 -3.10
C: 3.84 -0.14 -2.14
C: 3.54 -0.87 -1.01
H: 5.70 -6.66 1.07
H: 4.99 -5.52 -1.01
H: 3.29 -3.75 -0.93
H: 2.95 -4.28 3.32
H: 4.67 -6.05 3.23
H: 1.47 -2.80 2.26
H: 0.30 -1.61 -1.77
H: 0.83 -0.15 -3.71
H: 3.12 0.73 -3.97
H: 4.84 0.24 -2.27
H: 4.28 -1.04 -0.24

The relative energy (zero: lowest compared OMol25 entry of this formula, charge and spin) comes out at 0.000 eV. Its spin multiplicity is 2. The total energy is -59414.0122 eV. As for the HOMO-LUMO gap (alpha / beta): 0.246 / 0.265 Eh. The value obtained for the strongest force on any atom is 0.38 eV/A. As for the charge: +1. The LUMO energy (alpha / beta) is -4.86 / -4.43 eV. The HOMO energy (alpha / beta) is -11.566 / -11.633 eV.

=====

The following is a quantum chemistry calculation of C46H58CeO4 as an isolated structure at a distorted geometry, from the Open Molecules 2025 dataset.

Atoms and positions in Å:
Ce: 0.81 -0.31 0.35
C: 4.24 0.59 -0.42
O: 2.80 0.40 -0.52
C: 2.10 1.43 -1.21
C: 1.85 2.66 -0.59
C: 2.01 2.91 0.89
C: 0.74 2.50 1.62
C: -0.34 3.36 1.78
C: -1.47 2.99 2.50
C: -1.50 1.71 3.07
C: -0.45 0.83 2.94
C: -0.44 -0.54 3.60
C: -1.12 -1.55 2.70
C: -2.48 -1.74 2.84
C: -3.23 -2.54 1.97
C: -2.56 -3.10 0.89
C: -1.19 -2.97 0.71
C: -0.55 -3.67 -0.46
C: 0.72 -3.10 -1.07
C: 1.79 -3.97 -1.26
C: 2.92 -3.61 -1.98
C: 2.93 -2.33 -2.54
C: 1.89 -1.43 -2.38
C: 1.92 -0.16 -3.20
C: 1.72 1.17 -2.53
C: 1.18 2.21 -3.26
C: 1.01 3.49 -2.73
C: 1.33 3.68 -1.38
C: 0.49 4.62 -3.61
C: -0.89 4.24 -4.15
C: 1.47 4.82 -4.78
C: 0.37 5.94 -2.84
C: 0.78 -1.80 -1.60
O: -0.22 -0.88 -1.32
C: 4.09 -4.55 -2.22
C: 5.37 -3.89 -1.69
C: 4.23 -4.80 -3.73
C: 3.90 -5.90 -1.52
C: -0.48 -2.24 1.66
O: 0.94 -2.25 1.56
C: 1.61 -3.12 2.51
C: -4.73 -2.72 2.21
C: -5.41 -1.35 2.11
C: -4.94 -3.30 3.62
C: -5.36 -3.67 1.19
C: 0.69 1.23 2.21
O: 1.73 0.36 2.05
C: -2.66 3.92 2.69
C: -2.85 4.18 4.19
C: -2.46 5.26 1.98
C: -3.92 3.24 2.12
H: 4.60 0.93 -1.39
H: 4.46 1.33 0.35
H: 4.67 -0.37 -0.17
H: 2.84 2.35 1.32
H: 2.20 3.97 1.06
H: -0.27 4.34 1.34
H: -2.36 1.40 3.65
H: 0.59 -0.81 3.81
H: -0.97 -0.49 4.55
H: -2.98 -1.23 3.66
H: -3.11 -3.68 0.15
H: -0.35 -4.70 -0.17
H: -1.29 -3.72 -1.26
H: 1.70 -4.96 -0.85
H: 3.77 -2.03 -3.16
H: 2.86 -0.14 -3.75
H: 1.14 -0.26 -3.96
H: 0.89 2.01 -4.28
H: 1.17 4.64 -0.92
H: -0.85 3.35 -4.79
H: -1.59 4.04 -3.34
H: -1.29 5.06 -4.75
H: 1.56 3.92 -5.39
H: 1.11 5.62 -5.42
H: 2.47 5.09 -4.42
H: -0.35 5.88 -2.03
H: 1.34 6.27 -2.44
H: 0.03 6.72 -3.52
H: 5.60 -2.96 -2.22
H: 5.29 -3.67 -0.62
H: 6.22 -4.56 -1.83
H: 4.41 -3.88 -4.29
H: 5.07 -5.47 -3.91
H: 3.33 -5.27 -4.13
H: 3.81 -5.79 -0.43
H: 3.02 -6.43 -1.89
H: 4.76 -6.53 -1.71
H: 1.08 -4.06 2.54
H: 2.62 -3.26 2.13
H: 1.63 -2.64 3.48
H: -5.05 -0.66 2.88
H: -5.24 -0.89 1.13
H: -6.49 -1.46 2.24
H: -4.55 -2.64 4.40
H: -6.01 -3.43 3.80
H: -4.46 -4.28 3.72
H: -5.31 -3.27 0.17
H: -4.89 -4.66 1.20
H: -6.42 -3.80 1.43
H: -1.96 4.63 4.63
H: -3.69 4.86 4.34
H: -3.07 3.26 4.74
H: -1.60 5.81 2.37
H: -2.34 5.14 0.90
H: -3.35 5.88 2.14
H: -4.14 2.30 2.63
H: -4.78 3.90 2.26
H: -3.81 3.04 1.05

The total energy is -69751.2595 eV. As for the HOMO-LUMO gap: 0.292 Eh. The value obtained for the strongest force on any atom is 1.49 eV/A. As for the charge: +2. The LUMO energy is -6.30 eV. The HOMO energy is -14.245 eV.

=====

The following is a quantum chemistry calculation of C50H39N6O8RbS5 as an isolated structure at a distorted geometry, from the Open Molecules 2025 dataset.

Atoms and positions in Å:
Rb: 0.92 2.54 -1.79
N: -0.54 1.91 0.39
S: -0.26 1.22 1.62
N: -1.40 0.07 2.16
S: -1.56 -1.33 1.59
N: -1.22 -1.85 0.20
S: -0.96 -1.09 -1.33
N: 0.26 -0.37 -1.55
C: -2.48 -0.21 -1.67
C: -3.75 -0.72 -1.41
C: -4.85 0.04 -1.77
C: -4.68 1.28 -2.38
C: -3.42 1.76 -2.65
C: -2.31 1.01 -2.31
C: -1.19 -2.62 -2.24
C: -2.14 -2.76 -3.23
C: -2.16 -3.91 -4.00
C: -1.22 -4.91 -3.78
C: -0.25 -4.75 -2.81
C: -0.22 -3.60 -2.04
C: -0.68 -2.46 2.68
C: 0.29 -3.31 2.18
C: 1.05 -4.06 3.07
C: 0.82 -3.96 4.43
C: -0.17 -3.11 4.92
C: -0.91 -2.35 4.04
C: -3.27 -1.70 1.96
C: -3.69 -3.02 1.88
C: -5.03 -3.32 2.04
C: -5.94 -2.29 2.27
C: -5.51 -0.97 2.34
C: -4.16 -0.67 2.19
C: 1.27 0.28 1.91
C: 2.11 -0.01 0.85
C: 3.25 -0.77 1.10
C: 3.56 -1.19 2.38
C: 2.71 -0.86 3.44
C: 1.57 -0.13 3.20
C: -0.31 2.23 3.11
C: 0.46 3.39 3.02
C: 0.45 4.29 4.07
C: -0.33 4.05 5.19
C: -1.10 2.90 5.27
C: -1.09 1.99 4.23
H: -3.87 -1.69 -0.95
H: -5.85 -0.34 -1.57
H: -5.55 1.86 -2.66
H: -3.25 2.71 -3.15
H: -1.33 1.35 -2.56
H: -2.85 -1.96 -3.42
H: -2.89 -4.01 -4.79
H: -1.24 -5.80 -4.40
H: 0.50 -5.52 -2.66
H: 0.56 -3.44 -1.32
H: 0.46 -3.35 1.11
H: 1.83 -4.71 2.69
H: 1.42 -4.54 5.12
H: -0.34 -3.03 5.98
H: -1.66 -1.66 4.41
H: -2.98 -3.80 1.67
H: -5.37 -4.34 1.97
H: -6.99 -2.52 2.39
H: -6.22 -0.17 2.50
H: -3.81 0.35 2.22
H: 1.93 0.30 -0.17
H: 3.92 -0.98 0.28
H: 4.46 -1.75 2.56
H: 2.95 -1.17 4.45
H: 0.92 0.14 4.02
H: 1.04 3.58 2.14
H: 1.06 5.18 4.01
H: -0.33 4.76 6.01
H: -1.72 2.72 6.14
H: -1.69 1.09 4.27
O: -0.75 6.10 -4.09
S: -0.19 4.84 -3.66
O: 0.91 4.52 -4.79
O: -1.13 3.73 -3.63
O: 0.58 4.94 -2.42
O: 5.59 1.60 -1.90
C: 4.81 1.81 -0.97
O: 3.59 2.06 -0.99
C: 5.43 1.72 0.46
C: 6.78 1.39 0.60
C: 7.35 1.19 1.85
C: 6.57 1.32 2.99
C: 5.24 1.68 2.83
C: 4.66 1.90 1.60
N: 4.41 1.81 4.04
O: 3.28 2.25 3.91
O: 4.84 1.32 5.08
H: 7.34 1.26 -0.31
H: 8.39 0.92 1.94
H: 6.97 1.16 3.98
H: 3.62 2.15 1.50
S: 0.93 3.17 -7.10
C: 1.37 3.23 -5.29
N: 0.91 2.07 -4.67
C: 0.16 1.32 -5.46
C: -0.47 0.12 -5.09
C: -1.26 -0.57 -5.99
C: -1.48 -0.11 -7.28
C: -0.85 1.07 -7.68
C: -0.04 1.74 -6.81
H: 2.45 3.36 -5.25
H: -0.28 -0.28 -4.10
H: -1.71 -1.51 -5.67
H: -2.11 -0.65 -7.97
H: -0.98 1.44 -8.69

The relative energy (zero: lowest compared OMol25 entry of this formula, charge and spin) comes out at 1.405 eV. The total energy is -132627.3667 eV. As for the HOMO-LUMO gap: 0.134 Eh. The value obtained for the strongest force on any atom is 1.24 eV/A. As for the charge: -2. The LUMO energy is 2.98 eV. The HOMO energy is -0.672 eV.

=====

The following is a quantum chemistry calculation of C25H43AsF2NPdSi2Te as an isolated structure at a distorted geometry, from the Open Molecules 2025 dataset.

Atoms and positions in Å:
Pd: -0.34 -0.96 0.27
F: 3.56 -3.12 -2.92
C: 3.17 -2.78 -1.68
C: 1.88 -2.29 -1.48
C: 1.48 -1.99 -0.19
C: 2.33 -2.16 0.91
C: 3.63 -2.61 0.64
F: 4.52 -2.78 1.64
C: 4.06 -2.92 -0.64
C: 1.77 -2.00 2.27
C: 2.52 -1.89 3.44
C: 1.88 -1.92 4.66
C: 0.51 -2.09 4.70
C: -0.17 -2.12 3.50
N: 0.43 -2.03 2.32
H: 1.22 -2.18 -2.33
H: 5.07 -3.28 -0.79
H: 3.59 -1.78 3.40
H: 2.46 -1.83 5.57
H: -0.02 -2.19 5.64
H: -1.25 -2.26 3.47
C: -3.56 -2.74 -2.72
C: -3.87 -1.75 -1.61
As: -2.60 -1.81 -0.10
C: -3.59 -0.72 1.23
C: -2.63 0.13 2.06
C: -2.68 -3.70 0.51
C: -1.32 -4.31 0.19
H: -4.20 -2.55 -3.59
H: -3.74 -3.76 -2.39
H: -2.53 -2.66 -3.05
H: -4.87 -1.94 -1.19
H: -3.86 -0.72 -2.00
H: -4.19 -1.37 1.87
H: -4.28 -0.07 0.67
H: -2.20 -0.44 2.89
H: -3.13 1.01 2.47
H: -1.79 0.49 1.42
H: -3.49 -4.23 -0.01
H: -2.88 -3.74 1.58
H: -1.07 -4.14 -0.87
H: -1.30 -5.38 0.39
H: -0.54 -3.82 0.79
C: 4.29 2.60 0.18
Si: 3.14 2.08 -1.25
C: 2.65 3.52 -2.40
C: 3.79 0.62 -2.28
C: 1.55 1.48 -0.34
Te: 0.06 0.77 -1.71
C: -0.82 2.73 -1.99
Si: -1.77 3.66 -0.60
C: -3.55 2.98 -0.64
C: -1.66 5.47 -1.16
C: -0.97 3.52 1.14
H: 5.26 2.91 -0.20
H: 4.45 1.78 0.87
H: 3.87 3.43 0.74
H: 3.53 3.98 -2.84
H: 2.11 4.29 -1.87
H: 2.03 3.16 -3.22
H: 4.39 0.96 -3.12
H: 2.95 0.04 -2.69
H: 4.40 -0.06 -1.69
H: 1.11 2.27 0.25
H: 1.80 0.64 0.31
H: -1.48 2.62 -2.85
H: 0.03 3.33 -2.32
H: -3.88 2.85 -1.66
H: -4.24 3.68 -0.16
H: -3.66 2.03 -0.13
H: -2.15 5.63 -2.11
H: -0.63 5.79 -1.26
H: -2.14 6.13 -0.44
H: -0.71 2.50 1.43
H: -1.65 3.90 1.89
H: -0.06 4.12 1.21

The relative energy (zero: lowest compared OMol25 entry of this formula, charge and spin) comes out at 0.422 eV. Its spin multiplicity is 3. The total energy is -120909.3928 eV. As for the HOMO-LUMO gap (alpha / beta): 0.285 / 0.250 Eh. The value obtained for the strongest force on any atom is 1.41 eV/A. As for the charge: +1. The LUMO energy (alpha / beta) is -2.46 / -4.42 eV. The HOMO energy (alpha / beta) is -10.205 / -11.232 eV.

=====

Which value of strongest force on any atom does entry 3 give?
1.49 eV/A

=====

Which of these has the lowest charge?
C50H39N6O8RbS5

=====

Which formula does entry 3 have?
C46H58CeO4